Record 1
A molecular structure, C10H8 at a distorted geometry, computed with ωB97M-V/def2-TZVPD.

Calculated values
Strongest force on any atom in eV/Å: 6.153
HOMO energy in eV: -8.980
Charge: 0
Molar mass in Da: 128.17
Calculated total energy in eV: -10494.7315
Lowest unoccupied orbital energy in Eh: 0.03877
Energy relative to the best compared isomer or geometry (same formula, charge and spin) in eV: 3.069

Atoms and positions in Å:
C  -2.424  0.876  0.259
C  -1.180  1.493  0.068
C  -1.486  -1.351  -0.015
C  -0.281  -0.738  -0.219
C  1.208  -0.872  -0.341
C  2.807  0.631  0.296
C  -0.161  0.617  -0.159
C  1.393  0.572  -0.650
C  -2.576  -0.539  0.331
C  2.386  -0.653  0.674
H  2.810  -1.423  1.249
H  1.741  0.882  -1.645
H  3.578  1.383  0.470
H  -3.395  1.491  0.319
H  1.643  -1.538  -1.067
H  -1.060  2.499  -0.055
H  -3.488  -0.970  0.532
H  -1.514  -2.360  -0.047



Record 2
A single C3H5N3O molecule at a distorted geometry, computed with ωB97M-V/def2-TZVPD.

Calculated values
Strongest force on any atom in eV/Å: 5.449
SMILES: COc1cnn[nH]1
HOMO energy in eV: -8.842
Charge: 0
Molar mass in Da: 99.09
Calculated total energy in eV: -9706.7493
Lowest unoccupied orbital energy in Eh: 0.02172
Energy relative to the best compared isomer or geometry (same formula, charge and spin) in eV: 3.835

Atoms and positions in Å:
O  -0.875  -0.706  -0.151
N  0.845  0.910  -0.042
N  2.301  0.812  0.067
N  2.560  -0.481  0.024
C  -1.948  0.168  0.104
C  0.389  -0.318  -0.217
C  1.449  -1.162  -0.016
H  -2.358  0.810  -0.784
H  -1.771  0.707  1.115
H  0.625  1.891  -0.578
H  -2.758  -0.447  0.336
H  1.542  -2.184  0.142



Record 3
2 unconnected molecules or ions with the total composition C3H9PSi at a distorted geometry, computed with ωB97M-V/def2-TZVPD.

Calculated values
Strongest force on any atom in eV/Å: 5.094
HOMO energy (alpha / beta) in eV: -8.101 / -7.292
Charge: 0
Molar mass in Da: 104.16
Calculated total energy in eV: -20417.7517
Lowest unoccupied orbital energy (alpha / beta) in Eh: -0.01438 / -0.02681
Energy relative to the best compared isomer or geometry (same formula, charge and spin) in eV: 3.000

Atoms and positions in Å:
P  0.303  -0.366  1.585
Si  -1.152  -4.274  0.813
C  0.536  2.185  -1.518
C  0.869  1.871  -0.023
C  -0.129  0.994  0.737
H  0.004  -5.001  1.497
H  -1.264  1.266  0.845
H  -0.973  -2.842  0.639
H  -2.461  -4.904  0.823
H  0.801  2.973  0.326
H  -0.422  2.301  -1.870
H  0.806  1.345  -2.011
H  1.215  2.863  -1.971
H  1.866  1.591  0.129



Record 4
11 unconnected molecules or ions with the total composition C4H29O12 at a distorted geometry, computed with ωB97M-V/def2-TZVPD.

Calculated values
Strongest force on any atom in eV/Å: 2.679
HOMO energy in eV: -6.139
Charge: -1
Molar mass in Da: 269.26
Calculated total energy in eV: -29189.7849
Lowest unoccupied orbital energy in Eh: 0.10260
Energy relative to the best compared isomer or geometry (same formula, charge and spin) in eV: 0.858

Atoms and positions in Å:
O  1.450  2.304  -1.071
O  -0.737  1.747  -0.034
O  -3.001  0.690  -0.392
O  1.994  -0.216  -0.679
O  -0.973  -3.319  -0.611
O  -1.427  1.596  -3.093
O  -3.488  -2.115  -0.909
O  3.557  -1.428  1.218
O  0.801  4.243  0.553
O  -1.161  -0.231  2.460
O  1.438  0.524  1.611
O  -1.364  3.005  2.536
C  0.981  -2.425  -1.528
C  1.572  -1.031  -1.708
C  0.801  -2.826  1.040
C  0.075  -2.419  -0.247
H  -3.650  -1.153  -0.890
H  1.922  -2.917  1.037
H  -0.389  -1.408  -0.221
H  -1.585  1.138  -2.258
H  0.180  2.002  -0.418
H  0.328  -2.518  -2.503
H  1.659  -3.263  -1.496
H  1.455  1.432  1.928
H  -1.146  -4.075  -0.039
H  3.278  -0.845  1.932
H  1.358  3.684  -0.018
H  -0.210  -0.104  2.299
H  0.490  3.795  1.338
H  0.736  -0.459  -2.204
H  -1.290  -1.059  2.933
H  1.894  1.383  -0.930
H  2.404  -0.985  -2.415
H  -0.471  1.453  -3.110
H  3.143  -0.996  0.432
H  -2.614  -2.077  -0.460
H  0.431  -3.800  1.344
H  -0.547  0.988  0.549
H  0.884  -1.847  1.591
H  1.247  2.491  -1.989
H  1.817  0.239  0.643
H  -3.043  0.280  0.477
H  -2.081  1.076  -0.498
H  -1.265  2.594  1.662
H  -1.911  2.350  2.975



Record 5
A single C3H4N2 molecule at a distorted geometry, computed with ωB97M-V/def2-TZVPD.

Calculated values
Strongest force on any atom in eV/Å: 7.570
SMILES: c1cn[nH]c1
HOMO energy in eV: -9.207
Charge: 0
Molar mass in Da: 68.08
Calculated total energy in eV: -6153.5349
Lowest unoccupied orbital energy in Eh: 0.03553
Energy relative to the best compared isomer or geometry (same formula, charge and spin) in eV: 2.366

Atoms and positions in Å:
N  -0.776  0.083  -0.638
N  -0.954  0.286  0.627
C  0.249  0.217  1.091
C  1.162  -0.084  0.126
C  0.384  -0.375  -1.094
H  2.179  -0.595  0.485
H  0.602  -0.944  -2.186
H  0.232  0.189  2.235
H  -1.679  0.220  -1.203



Record 6
A gas-phase ion, C4H11N4S (charge +1) at a distorted geometry, computed with ωB97M-V/def2-TZVPD.

Calculated values
Strongest force on any atom in eV/Å: 14.019
HOMO energy (alpha / beta) in eV: -8.666 / -13.613
Charge: +1
Molar mass in Da: 147.23
Calculated total energy in eV: -21108.0809
Lowest unoccupied orbital energy (alpha / beta) in Eh: -0.11002 / -0.24200
Energy relative to the best compared isomer or geometry (same formula, charge and spin) in eV: 2.325
<S²>: 2.01
Spin multiplicity: 3

Atoms and positions in Å:
S  -1.300  1.051  -0.302
N  -1.897  -1.389  0.919
N  1.043  -0.094  -0.241
N  1.098  1.902  -1.489
N  0.285  -0.684  0.792
C  2.494  -0.240  0.007
C  -1.119  -0.531  0.548
C  0.512  1.295  -0.420
C  -3.262  -1.193  0.987
H  0.692  1.574  -2.351
H  -3.597  -0.119  0.879
H  2.882  0.146  1.069
H  2.821  0.273  -0.843
H  0.948  -0.468  -1.218
H  2.773  -1.326  -0.210
H  0.819  1.966  0.468
H  1.387  2.963  -1.511
H  -3.594  -1.855  1.825
H  -3.587  -1.619  0.060
H  0.602  -1.652  1.031



Record 7
A molecular structure, C27H53IN7O10P2PbSSi at a distorted geometry, computed with ωB97M-V/def2-TZVPD.

Calculated values
Strongest force on any atom in eV/Å: 1.110
HOMO energy in eV: -10.963
Charge: +1
Molar mass in Da: 1091.97
Calculated total energy in eV: -110411.1188
Lowest unoccupied orbital energy in Eh: -0.16238
Energy relative to the best compared isomer or geometry (same formula, charge and spin) in eV: 0.062

Atoms and positions in Å:
Pb  -0.032  0.809  -2.009
I  -2.659  1.666  -4.565
S  -0.548  -0.689  0.066
P  -0.489  -2.140  -3.849
P  2.023  -2.198  -2.049
Si  -0.536  -0.492  2.226
O  -1.184  0.954  2.627
O  -1.527  -1.685  2.685
O  -1.082  -2.917  -4.962
O  0.892  -0.807  2.892
O  1.828  -0.699  -1.891
O  -3.092  1.197  -1.412
O  -1.161  -2.612  -2.460
O  1.583  -3.238  -1.086
O  -0.413  -0.626  -3.886
O  3.601  -2.402  -2.332
N  1.057  -4.282  -3.463
N  1.430  2.525  -1.020
N  0.117  2.812  0.859
N  1.856  1.527  -3.516
N  2.090  3.946  0.759
N  3.467  3.695  -1.171
N  4.080  5.049  0.573
C  3.073  1.382  -5.554
C  2.435  1.025  3.249
C  4.049  2.219  -5.037
C  -4.882  1.606  0.045
C  1.249  -2.768  -3.640
C  3.183  4.211  0.050
C  2.055  -2.447  -4.894
C  -1.164  1.149  5.051
C  -3.281  0.590  3.837
C  -1.106  2.400  -3.434
C  3.908  2.709  -3.749
C  -2.252  2.852  3.568
C  -0.225  -3.716  2.261
C  -1.611  -3.119  2.468
C  -2.261  -3.679  3.723
C  -2.496  -3.374  1.254
C  2.281  -0.453  2.947
C  2.922  -0.811  1.613
C  -4.011  2.224  -1.032
C  1.988  1.059  -4.757
C  1.239  3.092  0.199
C  -4.997  0.143  -0.411
C  -1.972  1.373  3.777
C  2.876  -1.278  4.076
C  2.562  2.880  -1.645
C  2.792  2.338  -3.018
C  -3.755  -0.079  -1.286
H  2.379  -1.037  5.019
H  -4.610  2.535  -1.896
H  -0.297  -4.806  2.210
H  -1.765  1.398  5.929
H  -3.943  1.024  4.591
H  -4.027  -0.443  -2.284
H  -3.091  -0.453  4.088
H  -1.638  -3.459  4.595
H  -1.329  3.437  3.642
H  2.738  -2.343  3.873
H  1.479  -2.670  -5.795
H  -2.695  3.017  2.581
H  -0.265  1.771  5.055
H  1.856  -4.812  -3.796
H  0.046  3.159  1.799
H  2.990  -3.009  -4.911
H  -0.265  2.708  -4.046
H  -3.430  3.078  -0.680
H  -3.243  -3.223  3.873
H  -2.643  -4.450  1.120
H  0.223  -3.354  1.327
H  3.946  -1.075  4.177
H  -3.784  0.616  2.866
H  3.145  0.986  -6.557
H  2.307  -1.388  -4.905
H  3.487  1.266  3.423
H  -4.378  1.673  1.009
H  0.212  -4.578  -3.958
H  1.864  1.288  4.145
H  0.430  -3.445  3.094
H  4.635  3.371  -3.302
H  -3.471  -2.897  1.392
H  -2.945  3.219  4.328
H  2.077  1.625  2.416
H  2.796  -1.878  1.407
H  -2.026  -2.968  0.354
H  3.892  5.482  1.457
H  -1.439  3.109  -2.681
H  2.446  -0.256  0.797
H  -5.850  2.100  0.124
H  -0.455  2.009  0.636
H  4.904  2.503  -5.637
H  -0.863  0.097  5.124
H  -5.908  -0.008  -0.990
H  4.061  -1.550  -2.438
H  -2.383  -4.762  3.640
H  3.991  -0.575  1.632
H  4.899  5.292  0.045
H  -5.016  -0.547  0.432
H  1.188  0.412  -5.107
H  -2.065  -2.937  -2.633
H  0.980  -4.401  -2.421
H  -3.051  -0.768  -0.839